A) ORCA calculation (ωB97M-V/def2-TZVPD) on 2 unconnected molecules or ions with the total composition C3H2O.

Geometry as ORCA input:
```
! wB97M-V def2-TZVPD RIJCOSX def2/J DEFGRID3
* xyz 0 1
H -0.704 1.507 0.319
C -0.314 -0.060 -0.170
H -0.894 -1.976 -0.493
O -1.190 0.709 0.280
C 2.140 -0.085 0.308
C 0.963 -0.094 -0.244
*
```

Computed properties:
E_HOMO (alpha / beta)	-9.4 / -9.4	eV
frontier orbital gap (alpha / beta)	8.19 / 8.18	eV
LUMO (alpha / beta)	-1.2 / -1.2	eV

The Löwdin scheme yields these atomic charges, measured in e: number 1, H, carries 0.123; number 2, C, carries -0.313; number 3, H, carries 0.206; number 4, O, carries 0.146; number 5, C, carries 0.132; number 6, C, carries -0.292

***

B) ORCA calculation (ωB97M-V/def2-TZVPD) on C3H2O in the gas phase.

Geometry as ORCA input:
```
! wB97M-V def2-TZVPD RIJCOSX def2/J DEFGRID3
* xyz 0 1
O -0.781 1.385 -0.046
H -1.571 -0.470 0.244
C -0.815 0.194 -0.199
C 1.162 -0.455 0.010
C 0.296 -0.590 -0.849
H 1.709 -0.064 0.841
*
```

Computed properties:
E_HOMO	-10.5	eV
structure (SMILES)	C#CC=O
frontier orbital gap	10.33	eV
LUMO	-0.2	eV

The Löwdin scheme yields these atomic charges, measured in e: number 1, O, carries 0.044; number 2, H, carries 0.121; number 3, C, carries -0.356; number 4, C, carries 0.144; number 5, C, carries -0.033; number 6, H, carries 0.079

***

C) ORCA calculation (ωB97M-V/def2-TZVPD) on C3H2O in the gas phase.

Geometry as ORCA input:
```
! wB97M-V def2-TZVPD RIJCOSX def2/J DEFGRID3
* xyz 0 1
H 1.104 0.227 -1.018
C -1.868 0.870 -0.046
C -0.924 0.042 0.065
C 0.696 -0.051 -0.001
O -0.265 -1.164 0.000
H 1.256 0.076 0.999
*
```

Computed properties:
E_HOMO	-10.0	eV
frontier orbital gap	8.82	eV
LUMO	-1.2	eV

The Löwdin scheme yields these atomic charges, measured in e: number 1, H, carries 0.127; number 2, C, carries 0.175; number 3, C, carries -0.439; number 4, C, carries 0.024; number 5, O, carries -0.025; number 6, H, carries 0.139

***

Here are the energies relative to the best structure, in hartree: A) 0.1707; B) 0.0000; C) 0.0855.